Formula: C19H60N12O3P3
Source: the OMol25 dataset
Level of theory: the ωB97M-V functional and the def2-TZVPD basis

Each line ends with the Mulliken charge.
Atoms and positions in Å:
N -0.2446 4.5092 -2.8231  -0.57
C 0.7612 3.3951 -2.9404  -0.86
N 1.4201 3.0657 -1.7463  -0.19
N 2.5837 3.9220 -1.5569  -0.57
H -0.7682 4.6744 -3.6765  0.23
H 0.1884 5.3570 -2.4825  0.16
H 0.1969 2.5121 -3.2682  0.28
H 1.4943 3.6248 -3.7572  0.34
H 2.3243 4.8114 -1.1274  0.12
H 3.0336 4.1185 -2.4564  0.23
O -1.4268 -0.2446 0.4797  -0.92
P -1.1691 0.7570 1.5404  0.34
N 0.4557 0.6290 1.9225  0.22
C 1.0518 0.7405 3.2309  -0.92
C 1.3813 0.7376 0.7899  -0.70
N -2.2086 0.1569 2.8136  0.35
C -1.6826 -0.3527 4.0604  -1.17
C -3.2754 -0.6938 2.3219  -1.16
N -1.4221 2.3554 1.9132  0.44
C -0.6207 3.3373 1.1508  -1.15
C -2.4566 2.9186 2.7652  -0.94
H 0.6814 1.6049 3.8023  0.30
H 2.1299 0.8652 3.1282  0.27
H 0.8988 -0.1601 3.8314  0.28
H 1.5790 1.7836 0.5421  0.37
H 0.9551 0.2772 -0.0999  0.23
H 2.3323 0.2381 0.9668  0.14
H -1.0695 -1.2573 3.9299  0.33
H -2.5122 -0.6029 4.7297  0.34
H -1.0934 0.4009 4.5824  0.34
H -2.9322 -1.7179 2.1166  0.38
H -3.6790 -0.2881 1.3972  0.10
H -4.0919 -0.7422 3.0516  0.50
H 0.3094 3.5709 1.6783  0.22
H -1.1777 4.2635 1.0146  0.41
H -0.3494 2.9801 0.1520  0.34
H -2.0876 3.0405 3.7894  0.26
H -3.3536 2.3085 2.7903  0.28
H -2.7535 3.9035 2.3973  0.36
O 4.6369 -0.0924 1.7141  -0.75
P 5.8656 -0.6321 1.0599  0.73
N 6.7175 -1.2542 2.4155  0.13
C 8.1220 -1.0670 2.6976  -1.09
C 6.0591 -2.3005 3.1787  -1.03
N 6.4876 0.9133 0.5400  0.26
C 7.6090 1.5475 1.1922  -1.19
C 5.4495 1.9109 0.2492  -1.18
N 6.7386 -1.4205 -0.1399  0.12
C 6.7174 -2.8864 -0.1256  -1.09
C 7.3732 -0.8289 -1.3135  -0.93
H 8.7661 -1.2487 1.8267  0.31
H 8.4401 -1.7652 3.4733  0.43
H 8.3301 -0.0656 3.0762  0.28
H 6.2147 -3.3018 2.7500  0.29
H 4.9846 -2.1149 3.2162  0.25
H 6.4200 -2.3161 4.2088  0.45
H 7.3990 1.8208 2.2384  0.31
H 7.8659 2.4636 0.6531  0.36
H 8.5040 0.9239 1.1614  0.34
H 5.0631 2.3935 1.1531  0.29
H 4.6023 1.4769 -0.2758  0.38
H 5.8695 2.6813 -0.4017  0.36
H 7.5540 -3.2881 0.4571  0.29
H 6.7853 -3.2915 -1.1344  0.37
H 5.7916 -3.2677 0.3067  0.33
H 8.4206 -0.5980 -1.0999  0.25
H 6.8753 0.0750 -1.6397  0.30
H 7.3441 -1.5300 -2.1515  0.37
O -7.3640 -3.4633 -1.2322  -0.90
P -6.4519 -2.5248 -1.9231  0.51
N -6.9052 -0.9901 -1.3591  0.16
C -6.9081 0.2279 -2.1414  -1.06
C -7.0024 -0.8118 0.0824  -1.09
N -6.8710 -2.7805 -3.5864  0.29
C -7.5032 -1.7499 -4.3842  -1.15
C -7.4926 -4.0706 -3.8505  -1.13
N -4.8542 -2.2269 -2.2376  0.38
C -4.0187 -1.8121 -1.0994  -1.40
C -4.1206 -2.4919 -3.4719  -0.91
H -5.9858 0.3698 -2.7182  0.32
H -6.9987 1.0908 -1.4821  0.43
H -7.7564 0.2694 -2.8261  0.27
H -6.0329 -0.5831 0.5426  0.35
H -7.3899 -1.7190 0.5463  0.29
H -7.6929 -0.0021 0.3257  0.48
H -8.5057 -1.4812 -4.0204  0.33
H -7.6030 -2.1015 -5.4149  0.36
H -6.8904 -0.8510 -4.4349  0.33
H -8.5608 -4.0892 -3.5988  0.33
H -7.0068 -4.8620 -3.2846  0.35
H -7.3827 -4.3065 -4.9137  0.36
H -3.9909 -0.7239 -1.0048  0.36
H -2.9919 -2.1539 -1.2058  0.45
H -4.3918 -2.2268 -0.1615  0.41
H -4.1150 -1.6036 -4.1088  0.27
H -4.5366 -3.3221 -4.0315  0.32
H -3.0848 -2.7471 -3.2441  0.36

Computed properties:
Charge: -1
Frontier orbital gap: 4.2 eV

=====

Formula: C15H25O3SeTc
Source: the OMol25 dataset
Level of theory: the ωB97M-V functional and the def2-TZVPD basis

Each line ends with the Mulliken spin population.
Atoms and positions in Å:
Tc 0.0384 0.1466 -1.5079  2.41
C -1.1201 -2.4193 -3.2895  0.00
O -0.0385 -1.8240 -2.5099  0.01
C 1.3011 -2.0929 -2.9966  0.01
C 1.7569 -0.9178 -3.8280  0.00
O 1.5123 0.2868 -3.0183  0.00
C 1.3170 1.5250 -3.7833  0.00
C -0.1330 1.6132 -4.1980  0.00
O -0.9303 1.3601 -3.0059  0.04
C -2.3508 1.6804 -3.1631  0.00
H -1.0318 -3.5021 -3.2324  0.00
H -2.0538 -2.1048 -2.8308  0.00
H -1.0674 -2.0844 -4.3251  0.00
H 1.9320 -2.2306 -2.1167  0.00
H 1.3138 -3.0157 -3.5765  0.01
H 2.8237 -0.9669 -4.0442  0.00
H 1.1935 -0.8247 -4.7566  0.00
H 1.5999 2.3328 -3.1092  0.00
H 1.9905 1.5252 -4.6395  0.00
H -0.3579 2.6138 -4.5703  0.00
H -0.4080 0.8804 -4.9595  0.00
H -2.4391 2.7243 -3.4567  0.00
H -2.7859 1.0272 -3.9177  0.00
H -2.8231 1.5265 -2.1968  0.00
C 0.0421 -0.0299 6.8424  0.02
C 0.0210 0.0482 5.3725  0.11
C -1.1914 0.2842 4.6704  0.16
C -1.2306 0.3672 3.3087  0.00
C -2.5052 0.6256 2.5688  -0.02
C 0.0183 0.1920 2.6203  0.39
Se -0.0104 0.3321 0.7732  -0.38
C 1.2709 -0.0413 3.2775  -0.03
C 2.5720 -0.2054 2.5537  0.00
C 1.2279 -0.1099 4.6423  0.19
H -0.9363 0.1053 7.2929  0.00
H 0.7376 0.7191 7.2415  0.03
H 0.4613 -0.9945 7.1546  0.03
H -2.1052 0.4032 5.2387  0.01
H -3.3374 0.7179 3.2624  0.00
H -2.7381 -0.1948 1.8848  0.00
H -2.4479 1.5588 2.0015  0.00
H 2.4767 -0.1457 1.4692  0.00
H 3.0161 -1.1712 2.7973  0.00
H 3.2740 0.5679 2.8681  0.00
H 2.1452 -0.2879 5.1919  0.00

Computed properties:
Expectation value of S²: 4.000
Spin multiplicity: 4
Charge: +3
Frontier orbital gap (alpha / beta): 6.7 / 6.0 eV

=====

Formula: C10H18N2O6S
Source: the OMol25 dataset
Level of theory: the ωB97M-V functional and the def2-TZVPD basis

Each line ends with the natural charge from an NBO analysis.
Atoms and positions in Å:
C 3.9410 -0.8951 0.6565  -0.67
C 2.8116 -0.0452 1.1520  0.37
N 3.0449 0.8550 2.0225  -0.70
C 1.4611 -0.3534 0.5496  -0.54
C 0.7439 0.8391 -0.0538  -0.23
C 0.1660 1.9648 0.8088  -0.55
C -0.9138 2.5315 -0.1009  0.81
O -1.4370 3.6153 -0.0141  -0.64
O -1.2183 1.6599 -1.0634  -0.49
C -0.4695 0.4169 -0.8950  0.07
C -1.3035 -0.7842 -0.4989  -0.44
C -2.1491 -0.6973 0.7793  -0.42
C -3.1047 0.4984 0.8793  -0.23
N -4.3973 0.0966 1.4804  -0.84
H 4.7711 -0.8472 1.3624  0.20
H 4.2739 -0.5264 -0.3147  0.25
H 3.6206 -1.9282 0.5317  0.23
H 2.1779 1.3449 2.2449  0.32
H 0.8401 -0.8612 1.2975  0.20
H 1.6091 -1.0457 -0.2941  0.34
H 1.4231 1.3119 -0.7687  0.23
H -0.2358 1.6515 1.7757  0.22
H 0.8882 2.7653 0.9776  0.23
H -0.0175 0.1437 -1.8472  0.29
H -0.5824 -1.5956 -0.4094  0.27
H -1.9277 -1.0590 -1.3487  0.24
H -2.7813 -1.5881 0.8231  0.21
H -1.5065 -0.7384 1.6675  0.18
H -3.3182 0.9034 -0.1069  0.21
H -2.6417 1.2802 1.4928  0.16
H -5.0776 0.8333 1.3359  0.34
H -4.2945 -0.0110 2.4833  0.34
O 0.6960 -0.9601 -4.3573  -1.11
S 1.1223 -1.9590 -3.3436  2.57
O 1.8651 -1.2362 -2.2368  -1.17
O 2.0023 -2.9871 -3.9452  -1.10
O -0.0815 -2.5933 -2.7220  -1.14

Computed properties:
Energy above the lowest of the compared OMol25 structures with the same formula, charge and spin: 0.0 kJ/mol
Charge: -2
Frontier orbital gap: 5.2 eV

=====

no.,molecular weight (g mol⁻¹)
1,597.692
2,430.322
3,294.329